Record 1
This record from the Open Molecules 2025 dataset describes a cluster of 5 separate species, C3H17NO4S2 in total in a non-equilibrium geometry. The level of theory is ωB97M-V with the def2-TZVPD basis set.

Calculated values
SMILES string = C[C@@H](N)CSS.O.O.O.O
total charge = 0
frontier orbital gap = 8.329 eV
highest occupied orbital energy = -0.2996 hartree
relative energy (zero: lowest compared OMol25 entry of this formula, charge and spin) = 72.0 kJ/mol
M = 195.3 g/mol
max |F| = 3.0 eV/Å

The geometry in XYZ format:
```
27
Properties=species:S:1:pos:R:3:forces:R:3:mulliken_charge:R:1
C -0.5226 2.3037 -1.9274 -0.59 -0.15 0.70 -1.525
C -0.5959 1.2021 -0.8746 2.86 0.90 -0.17 0.308
N 0.7248 0.5676 -0.8139 -1.56 -0.31 -0.90 -0.386
C -1.0221 1.7264 0.5289 -0.79 -0.90 -1.66 -0.440
S -0.1415 2.9533 1.4901 0.84 -0.31 0.11 -0.054
S 1.8963 2.8395 1.1372 -0.04 0.18 -0.04 -0.242
H 0.1350 3.0824 -1.5532 0.09 0.25 -0.09 0.314
H -0.1496 1.9363 -2.8766 -0.02 -0.11 -0.11 0.421
H -1.5291 2.7063 -2.0345 0.05 0.29 -0.30 0.383
H -1.2350 0.4089 -1.2323 -0.94 0.00 0.31 0.145
H 0.7625 -0.2234 -0.2044 0.80 0.05 0.24 0.162
H 1.5292 1.1270 -1.0122 0.13 -0.07 0.48 0.238
H -1.9085 2.3180 0.3394 -0.77 -0.12 0.21 0.337
H -1.2889 0.7788 0.9955 0.10 0.42 1.01 0.287
H 2.3268 1.7969 1.8797 -0.37 0.06 0.09 0.140
O 2.4104 -1.5593 0.2118 -0.37 -0.51 -0.14 -0.595
H 2.3143 -1.2650 1.1243 0.48 0.25 -0.17 0.327
H 3.2600 -1.3203 -0.1624 0.12 0.17 0.41 0.267
O 0.2942 -1.3649 2.0260 0.13 -0.05 -0.05 -0.647
H 0.5180 -2.2577 1.7314 -0.11 0.00 0.02 0.342
H -0.6564 -1.3608 2.1815 0.00 -0.06 0.03 0.294
O -2.1362 -1.9117 0.4218 -0.17 -0.02 -0.01 -0.559
H -1.3087 -1.9821 -0.0605 0.05 0.58 -0.11 0.044
H -2.8114 -2.0460 -0.2532 -0.10 0.01 0.12 0.294
O -0.0509 -3.8144 -0.3140 -0.36 0.48 0.14 -0.600
H -0.0791 -3.1670 -1.0306 0.48 -0.27 -0.18 0.308
H -0.7355 -3.4744 0.2820 0.07 -0.75 0.06 0.435
```
Forces are in eV/Å.



Record 2
This record from the Open Molecules 2025 dataset describes a cluster of 2 separate species, C3H8NO2 in total in a non-equilibrium geometry. The level of theory is ωB97M-V with the def2-TZVPD basis set.

Calculated values
total charge = -1
frontier orbital gap = 5.828 eV
highest occupied orbital energy = -0.0753 hartree
relative energy (zero: lowest compared OMol25 entry of this formula, charge and spin) = 360.6 kJ/mol
M = 90.1 g/mol
max |F| = 2.4 eV/Å

The geometry in XYZ format:
```
14
Properties=species:S:1:pos:R:3:forces:R:3:mulliken_charge:R:1
C 0.7430 -1.2354 -0.1189 -0.72 -1.47 -1.63 -0.932
C -1.8833 0.9694 0.3480 -0.23 0.07 -1.11 -1.089
C 1.6071 -0.2160 0.5486 0.84 2.21 -0.61 0.523
N 1.9432 0.7645 -0.3516 0.05 -1.11 1.50 0.039
O 2.8812 1.7617 -0.2024 -1.24 -0.90 -0.49 -0.790
O 1.9895 -0.3208 1.7129 -0.02 -0.13 0.44 -0.708
H 0.8843 -2.1995 0.3708 -0.15 0.09 0.22 0.272
H 1.2084 -1.3787 -1.1324 -0.81 -0.09 0.58 0.324
H -0.3677 -1.0662 -0.2553 1.27 0.07 0.36 0.130
H -2.4974 0.1359 0.6761 0.42 -0.79 -0.65 0.270
H -0.9043 0.9253 0.8257 -0.52 1.00 1.10 0.258
H -1.4925 1.0058 -0.6832 -0.88 -0.84 -0.09 0.241
H 1.4685 0.4960 -1.2168 0.80 1.19 -0.41 0.155
H -2.6538 1.7556 0.3662 1.17 0.68 0.79 0.306
```
Forces are in eV/Å.



Record 3
This record from the Open Molecules 2025 dataset describes a cluster of 21 separate species, C12H57N5O25 in total in a non-equilibrium geometry. The level of theory is ωB97M-V with the def2-TZVPD basis set.

Calculated values
total charge = 0
frontier orbital gap = 4.453 eV
highest occupied orbital energy = -0.2138 hartree
M = 671.6 g/mol
max |F| = 4.5 eV/Å

The geometry in XYZ format:
```
99
Properties=species:S:1:pos:R:3:forces:R:3:mulliken_charge:R:1
O 2.4419 2.8693 -2.7809 -0.47 -0.87 2.16 -0.856
N 1.4598 -3.0976 -0.7574 -1.04 0.52 1.43 -0.693
N 1.1489 -0.8900 -0.4713 -0.15 0.07 0.15 -0.017
O 0.0413 -1.5455 3.5753 0.17 0.01 -2.06 -0.730
O -2.3505 -0.0621 -2.7528 0.63 -0.63 -0.72 -0.620
O 1.6773 1.1621 -4.6827 1.60 0.11 1.06 -0.586
O -0.5522 1.8485 -2.1279 -0.40 1.50 1.89 -0.539
C 1.1054 -2.1696 0.0940 0.96 -1.99 -3.39 0.421
C 0.6889 0.0625 0.2325 -0.75 0.40 1.42 0.629
C 0.3046 -1.4133 2.2125 0.28 1.21 -0.16 0.803
C 0.2508 -0.1590 1.6101 0.25 0.91 -1.17 -0.262
C 0.0996 2.0760 1.1373 0.48 -1.84 -2.51 -0.131
N 0.7104 -2.4920 1.3897 -1.14 3.63 2.34 0.250
N 0.5080 1.4784 -0.0584 -0.54 -0.77 3.04 0.649
N -0.0638 1.1591 2.0480 -0.34 -1.13 2.95 0.336
C 0.6939 -3.8331 1.9150 1.54 0.04 1.57 -0.782
C -0.5171 1.4757 3.4172 -0.16 1.18 0.29 -0.104
C -0.9998 -0.2084 -3.2127 0.23 0.33 0.47 -0.332
C 1.8375 1.7428 -2.1558 1.20 2.27 -2.79 0.212
C 1.2434 0.8991 -3.3225 0.08 -0.36 -1.64 0.227
C 0.5713 2.1609 -1.3489 1.26 -0.85 -1.54 0.336
C -0.2927 1.1463 -3.3233 0.65 -1.87 0.14 0.774
H 1.3641 -4.0541 -0.4133 0.25 0.44 -0.31 -0.074
H -0.1296 -0.6352 3.9491 0.43 -1.17 -0.37 0.030
H -2.3545 0.5392 -1.9994 0.07 0.06 0.25 0.443
H 2.6896 1.1862 -4.7061 -2.14 0.08 0.48 0.233
H -0.1292 3.1198 1.3611 0.34 -0.15 -0.64 0.396
H 1.3667 -3.8204 2.8494 -0.82 -0.37 -1.49 0.294
H 1.1176 -4.5091 1.1423 -0.63 0.33 1.13 0.127
H -0.3165 -4.0385 2.2422 -0.11 -0.52 -0.33 0.269
H -0.8788 2.5400 3.3518 0.39 -1.14 0.40 -0.323
H 0.2690 1.3709 4.2127 -0.47 0.38 -1.42 -0.233
H -1.3642 0.8380 3.7338 0.27 0.34 -0.58 0.652
H -0.9896 -0.6561 -4.1982 -0.28 -0.13 -0.21 0.476
H -0.3356 -0.8504 -2.5867 -0.90 0.14 0.09 -0.165
H 2.5870 1.1397 -1.5891 -0.62 0.20 0.11 -0.010
H 1.5689 -0.1297 -3.0959 -0.84 -0.09 -0.15 0.120
H 0.7133 3.2089 -1.1087 -0.45 0.22 -0.09 -0.386
H -0.7845 1.6704 -4.1542 0.97 0.25 0.15 -0.375
O -2.1552 -1.9792 5.6051 -1.01 -2.09 0.03 -0.679
H -2.6168 -2.3608 4.7896 1.14 0.18 1.74 0.375
H -2.2934 -2.6212 6.3748 0.01 1.23 -1.74 0.269
O -1.3045 1.1421 -6.5907 -0.39 1.39 -1.27 -0.614
H -1.1350 1.4502 -7.5394 -0.38 -0.43 2.28 0.295
H -1.7548 1.8972 -6.0898 0.77 -1.29 -1.19 0.401
O -1.9849 4.6095 3.3175 0.99 0.45 1.54 -0.694
H -1.4176 5.3827 3.6401 -1.21 -1.78 -0.61 0.315
H -2.1147 3.9698 4.0906 -0.01 1.24 -0.88 0.355
O 3.0277 5.1534 -1.0704 -0.19 -0.04 -1.09 -0.740
H 2.5405 5.5032 -1.8853 1.26 -1.43 1.43 0.337
H 3.3248 4.2057 -1.2635 -1.06 1.30 -0.80 0.352
O -1.1988 -6.4654 1.7762 1.49 -1.97 0.44 -0.667
H -0.9206 -6.8347 2.6762 -0.50 0.60 -2.11 0.317
H -0.7281 -6.9995 1.0572 -0.93 0.97 1.84 0.300
O -2.9033 3.1373 -5.5340 -2.14 0.89 -0.32 -0.661
H -3.2741 3.4892 -6.4071 0.50 -0.74 2.06 0.299
H -3.6615 3.0906 -4.8656 1.54 0.07 -1.63 0.310
O -2.8335 1.1147 -0.2676 1.02 0.52 1.55 -0.717
H -2.1216 0.7291 0.3393 -1.56 1.12 -1.36 0.272
H -2.8685 2.1146 -0.1168 0.29 -1.79 0.22 0.408
O -0.0138 -0.1173 5.9148 -1.98 -0.09 1.63 -0.672
H -0.6291 -0.9186 5.9694 1.02 1.53 0.07 0.274
H -0.3660 0.5938 6.5425 0.48 -1.58 -1.24 0.321
O -2.3922 -2.9285 -4.9041 -1.83 0.34 -0.85 -0.649
H -2.5045 -2.3161 -5.7016 -0.06 -1.26 1.84 0.336
H -3.3128 -3.1883 -4.5742 1.92 0.91 -0.99 0.311
O 4.3793 0.7159 -5.0422 1.60 -1.60 -1.17 -0.616
H 5.3642 0.5722 -4.8599 -2.22 0.19 -0.51 0.250
H 4.0981 0.0774 -5.7750 0.85 1.27 1.61 0.271
O -2.2188 -4.2763 0.4693 0.69 -1.44 -1.09 -0.648
H -1.9770 -4.3855 -0.5071 -0.54 0.17 2.17 0.280
H -2.0331 -5.1526 0.9399 -0.27 1.66 -1.16 0.367
O 4.3146 3.6791 -4.7280 -1.01 0.11 0.70 -0.715
H 3.6874 4.3611 -4.3215 1.11 -2.22 -0.61 0.316
H 4.0139 2.7592 -4.4331 0.00 2.34 -0.13 0.418
O -2.8061 2.7611 5.4416 -1.46 0.05 -0.05 -0.723
H -2.9443 1.8395 5.0475 -0.25 1.31 0.94 0.405
H -3.7037 3.1078 5.7546 1.90 -0.99 -0.78 0.310
O 3.4033 -2.2617 -2.3896 0.11 -1.46 -0.59 -0.675
H 2.5196 -2.3959 -1.9154 1.43 -0.44 -0.84 0.339
H 3.6948 -3.1523 -2.7710 -1.00 1.92 1.00 0.283
O 0.9281 5.1379 0.4922 -1.61 -0.01 -0.95 -0.693
H 0.1748 5.2272 -0.1774 2.02 -0.04 1.22 0.290
H 1.8037 5.1532 -0.0147 -0.75 -0.02 -0.06 0.421
O 3.3126 -5.7117 2.2752 -0.58 -2.03 0.35 -0.646
H 3.1510 -6.3952 1.5469 0.45 1.27 1.80 0.317
H 3.2304 -6.1784 3.1692 0.20 0.70 -2.15 0.322
O -3.3845 0.2606 4.7893 -0.12 -1.53 -1.87 -0.782
H -3.6925 0.1454 3.8324 0.57 0.08 1.98 0.336
H -2.9314 -0.5962 5.0798 -0.87 1.66 -0.29 0.353
O -2.8837 3.8047 0.6589 1.48 1.38 -0.17 -0.715
H -2.3147 4.2728 -0.0345 -1.19 -0.76 1.69 0.321
H -2.6567 4.1912 1.5660 -0.14 -0.46 -1.54 0.329
O 0.9968 -6.3418 -1.5822 -1.85 -0.47 1.12 -0.634
H 0.8021 -7.0503 -0.8866 0.12 1.55 -1.72 0.283
H 0.1222 -5.9014 -1.8369 1.76 -1.07 0.61 0.330
O 2.2599 0.9617 4.9848 0.40 -1.81 0.32 -0.643
H 1.4849 0.4903 5.4331 1.96 0.36 -0.73 0.411
H 3.0165 0.2977 4.8834 -1.81 1.35 0.35 0.326
```
Forces are in eV/Å.



Record 4
This record from the Open Molecules 2025 dataset describes a cluster of 2 separate species, C3H4N2 in total in a non-equilibrium geometry. The level of theory is ωB97M-V with the def2-TZVPD basis set.

Calculated values
total charge = 0
frontier orbital gap = 9.733 eV
highest occupied orbital energy = -0.3846 hartree
relative energy (zero: lowest compared OMol25 entry of this formula, charge and spin) = 497.0 kJ/mol
M = 68.1 g/mol
max |F| = 5.9 eV/Å

The geometry in XYZ format:
```
9
Properties=species:S:1:pos:R:3:forces:R:3:mulliken_charge:R:1
C -1.7964 0.9032 0.6231 5.24 -2.77 0.24 -0.088
C 0.5228 -0.9497 -0.4420 0.83 -3.25 -1.71 -0.244
C 0.3520 -0.0490 0.6461 -2.82 1.69 -0.13 -0.116
N -2.7690 1.4776 0.5574 -2.68 1.54 -0.19 -0.358
N 1.0928 0.3560 -0.3498 1.43 -1.13 -0.07 -0.281
H 1.2418 -1.8220 -0.4907 -0.73 1.13 0.60 0.205
H -0.2879 -1.1261 -1.1278 -0.55 0.27 0.13 0.262
H 0.6855 0.1707 1.5797 -0.29 0.05 3.09 0.345
H 0.9585 1.0393 -0.9960 -0.43 2.47 -1.95 0.273
```
Forces are in eV/Å.